A 2-piece molecular cluster, CBrN3O2 overall in a non-equilibrium geometry, computed with ωB97M-V/def2-TZVPD.

```
7
Properties=species:S:1:pos:R:3:lowdin_charge:R:1
C 0.214 -1.477 0.104 -0.476
N 0.500 -2.369 -0.588 0.174
N -0.277 -0.556 0.902 -0.379
N -0.261 1.434 -0.109 -0.278
O -0.836 1.502 -1.153 0.138
O 0.623 1.934 0.419 0.042
Br 0.685 0.043 2.384 0.780
```

The calculation puts the highest occupied orbital energy (spin up / spin down) at -10.0453 / -10.4939 eV. The energy above the lowest of the compared OMol25 structures with the same formula, charge and spin is 1.123 eV. Its LUMO energy (spin up / spin down) is -2.9 / -1.8 eV. The calculation puts the HOMO-LUMO gap (spin up / spin down) at 7.19 / 8.71 eV. As for the total energy: -79637.695 eV.